1.
Here is a 2-piece molecular cluster, CH2F2N2O overall at a distorted geometry from the Open Molecules 2025 dataset. Energies are from ωB97M-V/def2-TZVPD.

The value obtained for the electronic energy is -11529.5979 eV. For the HOMO energy, the calculation gives -9.7748 eV. The calculation puts the energy above the lowest of the compared OMol25 structures with the same formula, charge and spin at 9.9 kcal/mol. As for the largest force on an atom: 3.513 eV/Å. The calculation puts the HOMO-LUMO gap at 9.87 eV.

ORCA input file:
```
! wB97M-V def2-TZVPD RIJCOSX def2/J DEFGRID3
* xyz 0 1
C 1.15 0.43 -0.09
N -0.34 -1.05 0.39
N -1.30 -0.42 0.09
O 0.56 1.32 -0.63
F 1.49 0.59 1.25
F 1.99 -0.36 -0.66
H -1.39 0.42 -0.59
H -2.15 -0.94 0.24
*
```

What are the Löwdin partial charges on each atom? They are as follows, in elementary charge units:
1. C -0.68
2. N 0.11
3. N -0.01
4. O 0.09
5. F 0.06
6. F 0.16
7. H 0.16
8. H 0.11


2.
Here is a 2-piece molecular cluster, C17H19N overall at a distorted geometry from the Open Molecules 2025 dataset. Energies are from ωB97M-V/def2-TZVPD.

The value obtained for the electronic energy is -19423.7839 eV. For the HOMO energy, the calculation gives -7.5821 eV. The calculation puts the energy above the lowest of the compared OMol25 structures with the same formula, charge and spin at 95.0 kcal/mol. As for the largest force on an atom: 7.279 eV/Å. The calculation puts the HOMO-LUMO gap at 8.41 eV.

ORCA input file:
```
! wB97M-V def2-TZVPD RIJCOSX def2/J DEFGRID3
* xyz 0 1
C -0.17 2.12 -1.07
C -1.20 1.70 -2.14
C 1.12 1.25 -1.38
C 2.41 1.72 -1.51
C 1.18 -0.18 -1.19
C 2.58 -0.58 -1.29
C 0.15 -1.20 -1.06
C 2.82 -1.86 -1.11
C 0.48 -2.61 -1.12
C 1.88 -2.87 -1.09
N 3.35 0.67 -1.23
H 0.23 3.15 -1.24
H -0.37 1.79 -0.07
H -2.31 1.90 -1.81
H 2.70 2.68 -1.80
H 4.48 0.77 -1.04
H -0.97 -0.89 -1.08
H 3.96 -2.16 -0.75
H -0.23 -3.41 -1.22
H 2.10 -3.86 -0.86
H -1.00 0.66 -2.45
H -0.95 2.22 -3.10
C 0.52 0.48 2.69
C -2.18 -1.40 1.01
C -3.34 -0.63 1.27
C -0.96 -1.00 1.54
C -0.86 0.26 2.21
C -3.30 0.57 2.04
C -2.06 0.96 2.50
H -2.28 -2.17 0.42
H -4.29 -0.83 0.73
H -0.15 -1.66 1.42
H -4.24 1.01 2.30
H 1.11 1.03 1.85
H 1.24 -0.45 2.80
H -1.98 1.77 3.18
H 0.51 1.08 3.66
*
```

What are the Löwdin partial charges on each atom? They are as follows, in elementary charge units:
1. C -0.16
2. C -0.11
3. C -0.20
4. C -0.05
5. C -0.12
6. C -0.22
7. C -0.05
8. C -0.10
9. C -0.07
10. C -0.10
11. N 0.04
12. H 0.11
13. H 0.08
14. H 0.10
15. H 0.09
16. H 0.22
17. H 0.12
18. H 0.16
19. H 0.09
20. H 0.07
21. H 0.04
22. H 0.08
23. C -0.08
24. C -0.08
25. C -0.07
26. C -0.06
27. C -0.29
28. C -0.08
29. C -0.06
30. H 0.04
31. H 0.10
32. H 0.08
33. H 0.09
34. H 0.10
35. H 0.11
36. H 0.09
37. H 0.09


3.
Here is one molecule with the formula C2H3BrOS at a distorted geometry from the Open Molecules 2025 dataset. Energies are from ωB97M-V/def2-TZVPD.

The value obtained for the electronic energy is -85046.2064 eV. For the HOMO energy, the calculation gives -9.2967 eV. The calculation puts the energy above the lowest of the compared OMol25 structures with the same formula, charge and spin at 28.7 kcal/mol. As for the largest force on an atom: 3.871 eV/Å. The calculation puts the HOMO-LUMO gap at 8.71 eV.

ORCA input file:
```
! wB97M-V def2-TZVPD RIJCOSX def2/J DEFGRID3
* xyz 0 1
C -0.90 0.05 -0.62
C -0.21 0.14 0.70
O -1.73 0.85 -0.94
S 1.87 0.73 0.40
Br 2.54 -1.05 -0.59
H -0.65 -0.89 -1.22
H -0.67 1.03 1.26
H -0.24 -0.86 1.02
*
```

What are the Löwdin partial charges on each atom? They are as follows, in elementary charge units:
1. C -0.39
2. C -0.29
3. O 0.05
4. S 0.20
5. Br 0.16
6. H 0.12
7. H 0.11
8. H 0.04